Entry 1:
{"formula": "C9H10FMoNO4S3", "method": "the ωB97M-V functional and the def2-TZVPD basis", "species": ["Mo", "F", "C", "C", "C", "C", "C", "C", "H", "H", "H", "H", "S", "C", "N", "C", "S", "C", "H", "H", "H", "H", "H", "H", "O", "S", "O", "O", "O"], "coordinates": [[-0.310710, 0.368893, 0.134613], [0.252768, 0.034684, 6.255157], [0.147295, 0.060682, 4.916177], [0.943157, -0.798432, 4.172367], [0.838795, -0.763691, 2.794406], [-0.033201, 0.123967, 2.162166], [-0.856737, 0.941882, 2.948692], [-0.756000, 0.924836, 4.334495], [1.607368, -1.483596, 4.681445], [1.420237, -1.461075, 2.204319], [-1.597749, 1.588800, 2.490789], [-1.375894, 1.553415, 4.958933], [-1.001557, 2.559810, -0.378056], [0.415137, 3.447225, -0.126448], [1.384911, 4.048091, 0.046499], [3.018967, 1.359292, 1.154154], [2.132283, 0.819019, -0.315428], [2.779038, -0.849841, -0.548757], [4.073510, 1.440559, 0.899221], [2.864691, 0.669256, 1.979158], [2.627520, 2.344867, 1.396979], [2.639493, -1.453528, 0.344608], [3.835953, -0.778672, -0.797122], [2.228953, -1.290703, -1.376450], [-0.362197, -0.825006, -1.492184], [-1.449771, -1.630006, -0.698930], [-2.152162, -2.610852, -1.429916], [-2.246800, -0.426878, -0.198802], [-0.625099, -2.003510, 0.472567]], "forces_ev_per_angstrom": [[-0.019, 0.047, -0.110], [-0.014, -0.006, -0.004], [0.083, -0.041, -0.089], [-0.066, 0.057, 0.093], [-0.005, 0.038, 0.000], [-0.148, 0.063, 0.119], [0.091, -0.064, -0.058], [0.008, -0.002, 0.023], [0.004, -0.001, -0.010], [0.004, -0.018, 0.019], [0.063, 0.009, 0.039], [-0.004, 0.003, -0.010], [-0.122, 0.087, 0.021], [0.105, 0.036, -0.011], [-0.026, 0.005, 0.028], [-0.001, 0.025, -0.019], [-0.041, -0.108, -0.031], [0.027, 0.025, 0.024], [0.004, 0.003, 0.004], [-0.013, -0.002, -0.008], [0.036, -0.011, 0.032], [-0.007, -0.001, 0.008], [-0.004, 0.000, -0.005], [-0.010, 0.003, -0.005], [0.085, -0.015, -0.096], [0.080, -0.022, 0.027], [0.000, -0.006, -0.002], [-0.105, -0.025, 0.016], [-0.008, -0.081, 0.004]], "spin_multiplicity": 3, "largest_force_ev_per_a": 0.20, "homo_lumo_gap_ev": [7.62, 8.10], "e_above_lowest_kj_mol": 2.58}

Entry 2:
{"formula": "C9H10INOS", "method": "the ωB97M-V functional and the def2-TZVPD basis", "species": ["C", "C", "C", "C", "C", "C", "C", "C", "C", "N", "O", "S", "I", "H", "H", "H", "H", "H", "H", "H", "H", "H", "H"], "coordinates": [[2.185040, 0.010388, 0.102168], [1.937772, 1.083693, 2.273882], [3.444655, -0.373871, 0.446178], [3.193901, 0.687968, 2.611689], [1.381125, 0.748579, 1.008019], [3.993463, -0.057084, 1.712831], [-2.128595, 1.314975, -1.111140], [-1.250457, -0.988728, -0.976016], [-0.958256, 0.435925, -1.350737], [0.143204, 1.077241, 0.628625], [-0.607697, 1.801805, 1.344585], [5.556003, -0.544294, 2.141551], [-5.120715, -13.618684, -9.157196], [1.761117, -0.212408, -0.865388], [1.321516, 1.651782, 2.959080], [4.062720, -0.932418, -0.244652], [3.612861, 0.934650, 3.579408], [-1.939933, 1.767850, -0.123584], [-2.179901, 2.133373, -1.832427], [-3.103324, 0.809862, -1.049576], [-1.641304, -1.458200, -1.886068], [-0.344991, -1.524564, -0.694779], [-2.003632, -1.118148, -0.186740]], "forces_ev_per_angstrom": [[-0.171, -0.001, -0.009], [-0.130, 0.131, 0.106], [-0.280, -0.066, -0.434], [-0.611, 0.404, 0.288], [0.675, 0.047, 0.583], [1.003, -0.367, 0.096], [0.200, 0.094, -0.053], [0.197, 0.359, 0.426], [0.177, -0.102, -0.289], [-2.311, 0.730, -0.031], [1.565, -0.978, -0.528], [-0.022, 0.011, 0.003], [-0.015, -0.030, -0.020], [-0.073, -0.023, -0.149], [0.006, -0.006, 0.015], [-0.018, 0.014, 0.010], [-0.005, -0.021, -0.033], [-0.089, 0.027, 0.026], [-0.038, 0.023, 0.018], [0.018, -0.134, 0.033], [0.022, 0.089, -0.067], [0.016, -0.129, -0.069], [-0.116, -0.074, 0.079]], "largest_force_ev_per_a": 2.42, "homo_lumo_gap_ev": [5.64, 5.64], "total_charge": -2, "e_above_lowest_kj_mol": 78.24}

Entry 3:
{"formula": "C9H10N2", "method": "the ωB97M-V functional and the def2-TZVPD basis", "species": ["C", "C", "C", "C", "C", "C", "C", "C", "C", "N", "N", "H", "H", "H", "H", "H", "H", "H", "H", "H", "H"], "coordinates": [[1.310184, -0.158770, 0.828477], [-1.635206, -0.168047, -1.187677], [-0.884742, 0.749442, 1.227997], [0.986172, -0.379018, -0.625967], [2.559574, -0.360390, 1.325101], [-2.259985, -0.355523, -2.362909], [-1.509168, 0.080667, 0.204048], [-1.761481, 1.276645, 2.325154], [1.965270, -0.678123, -1.743736], [0.315193, 0.394448, 1.617446], [-0.350786, -0.330893, -0.702178], [2.688100, -0.337124, 2.386669], [3.287139, -0.703717, 0.667841], [-1.827783, -0.936899, -3.173489], [-3.300789, 0.001687, -2.482373], [-2.451383, 0.634667, 2.843763], [-2.304669, 1.894312, 1.612654], [-1.234178, 1.806350, 3.235569], [1.424177, -0.438881, -2.694172], [2.045013, -1.775549, -1.782447], [2.939346, -0.215283, -1.519772]], "forces_ev_per_angstrom": [[1.114, 0.427, -0.569], [-0.705, 0.364, -1.835], [0.628, -2.380, 4.633], [-3.361, 0.394, 1.478], [-2.428, 0.000, -0.028], [-0.803, 0.371, 0.750], [2.394, -1.031, -3.374], [0.817, 2.411, 0.651], [-1.898, -0.400, 0.097], [0.520, 1.086, -0.015], [2.064, -1.035, -0.250], [0.368, 0.329, 0.287], [1.396, -0.689, -0.729], [0.190, 0.403, 0.234], [0.772, -0.457, 0.191], [-0.183, -0.957, -0.524], [-1.119, 1.258, 1.225], [-0.678, -0.563, -2.431], [1.068, 0.309, 0.576], [0.402, 0.236, 0.174], [-0.558, -0.074, -0.540]], "largest_force_ev_per_a": 5.25, "homo_lumo_gap_ev": [6.92, 6.92], "e_above_lowest_kj_mol": 672.32}